# C38H42AsF6NO5P2S5SbSiTi

C38H42AsF6NO5P2S5SbSiTi as an isolated structure at a distorted geometry (the ωB97M-V functional and the def2-TZVPD basis, the Open Molecules 2025 dataset).

The value obtained for the frontier orbital gap is 0.242 Eh. Its charge is -1. The total energy is -8792.0946 a.u.

XYZ file:
```
103
Properties=species:S:1:pos:R:3:lowdin_charge:R:1
Ti -0.262 1.417 -0.148 0.35
C -0.640 -0.751 3.854 -0.29
P 0.832 0.088 3.133 0.73
C 1.129 1.253 4.538 -0.31
C 2.156 -1.187 3.555 -0.41
C 2.939 -1.466 2.280 -0.44
P 1.762 -1.599 0.839 0.86
C 3.017 -2.214 -0.385 -0.26
C 1.041 -3.258 1.301 -0.26
H -0.450 -1.112 4.866 0.04
H -0.920 -1.580 3.207 0.00
H -1.444 -0.016 3.854 0.02
H 1.000 0.751 5.494 0.03
H 0.430 2.081 4.451 0.00
H 2.141 1.641 4.468 0.02
H 1.687 -2.103 3.922 0.06
H 2.813 -0.804 4.340 0.07
H 3.543 -2.375 2.369 0.07
H 3.608 -0.630 2.063 0.05
H 3.531 -3.101 -0.020 0.04
H 3.738 -1.421 -0.562 0.01
H 2.541 -2.444 -1.335 0.02
H 1.799 -3.909 1.737 0.04
H 0.614 -3.739 0.421 0.02
H 0.243 -3.099 2.025 0.01
S -4.451 2.295 2.093 -0.25
Sb -2.811 3.370 0.938 0.51
S -2.841 2.013 -1.216 0.41
S -0.869 2.215 1.930 0.06
F -0.377 0.206 -5.414 0.15
C 0.330 0.005 -4.301 -0.62
F 0.550 -1.321 -4.217 0.12
F 1.523 0.577 -4.456 0.14
S -0.569 0.605 -2.764 0.54
O 0.508 0.623 -1.786 -0.41
O -1.509 -0.463 -2.560 -0.35
N -1.100 1.940 -3.236 -0.34
S -1.290 3.152 -2.104 0.30
O -2.069 4.337 -2.363 -0.36
O -0.412 3.069 -0.861 -0.64
C 0.298 3.859 -2.999 -0.59
F 1.305 2.952 -2.784 0.05
F 0.235 4.023 -4.335 0.11
F 0.730 5.032 -2.500 0.12
O -1.040 -0.193 0.206 -0.62
As -2.266 -1.228 -0.184 1.32
C -1.679 -2.784 -1.199 -0.31
C -2.608 -3.782 -1.482 -0.11
C -2.245 -4.855 -2.276 -0.07
C -0.964 -4.925 -2.801 -0.08
C -0.040 -3.933 -2.519 -0.07
C -0.394 -2.868 -1.705 -0.13
C -2.801 -2.094 1.512 -0.26
C -2.519 -3.449 1.681 -0.12
C -2.954 -4.134 2.802 -0.08
C -3.672 -3.464 3.779 -0.08
C -3.914 -2.107 3.643 -0.07
C -3.479 -1.413 2.522 -0.11
C -4.021 -0.804 -0.959 -0.33
C -5.011 -0.188 -0.206 -0.15
C -6.242 0.069 -0.789 -0.07
C -6.493 -0.309 -2.096 -0.08
C -5.504 -0.936 -2.836 -0.07
C -4.265 -1.185 -2.271 -0.11
H -3.610 -3.697 -1.070 0.12
H -2.957 -5.638 -2.497 0.10
H -0.688 -5.757 -3.433 0.10
H 0.953 -3.987 -2.938 0.11
H 0.302 -2.068 -1.473 0.07
H -1.956 -3.977 0.919 0.09
H -2.742 -5.191 2.893 0.10
H -4.052 -4.006 4.633 0.10
H -4.456 -1.579 4.411 0.11
H -3.661 -0.341 2.460 0.04
H -4.825 0.156 0.806 -0.01
H -6.985 0.592 -0.210 0.11
H -7.457 -0.118 -2.547 0.10
H -5.688 -1.216 -3.865 0.10
H -3.476 -1.644 -2.855 0.10
C 2.677 6.593 -0.323 -0.11
C 3.451 5.666 -0.998 -0.10
C 3.269 4.314 -0.770 -0.11
C 2.318 3.857 0.139 -0.31
C 1.515 4.803 0.776 -0.13
C 1.693 6.156 0.550 -0.09
Si 2.097 1.997 0.572 0.66
C 3.741 1.306 -0.128 -0.35
C 4.896 1.323 0.646 -0.13
C 6.127 0.982 0.119 -0.09
C 6.232 0.626 -1.215 -0.10
C 5.094 0.598 -2.003 -0.09
C 3.863 0.932 -1.462 -0.13
H 2.841 7.651 -0.481 0.09
H 4.199 5.993 -1.709 0.10
H 3.886 3.601 -1.301 0.09
H 0.748 4.458 1.467 0.06
H 1.068 6.874 1.063 0.10
H 2.485 2.123 2.036 -0.01
H 4.823 1.634 1.677 0.09
H 7.008 1.022 0.743 0.10
H 7.197 0.387 -1.638 0.09
H 5.171 0.330 -3.048 0.10
H 2.987 0.920 -2.097 0.09
```

# C49H83BF3NO23S5

A 13-piece molecular cluster, C49H83BF3NO23S5 overall at a distorted geometry (the ωB97M-V functional and the def2-TZVPD basis, the Open Molecules 2025 dataset).

As for the spin multiplicity: 2. The value obtained for the frontier orbital gap (alpha / beta) is 0.265 / 0.090 Eh. Its charge is +1. The total energy is -6017.0976 a.u.

XYZ file:
```
165
Properties=species:S:1:pos:R:3:lowdin_charge:R:1
C 1.396 0.490 2.081 0.01
C 1.212 -0.905 1.212 -0.06
N -0.237 -1.074 0.572 -0.20
C -0.296 -2.326 -0.376 0.03
C -1.282 -1.304 1.739 -0.12
C -0.971 -2.339 2.821 -0.04
C -0.688 0.140 -0.242 -0.08
C 0.397 0.616 -1.289 -0.17
O 0.782 -0.334 -2.197 -0.20
C 0.029 -0.464 -3.332 -0.11
H 1.283 1.305 1.367 0.06
H 2.454 0.671 2.274 0.06
H 0.949 0.571 3.072 0.06
H 1.305 -1.827 1.785 0.07
H 1.812 -0.940 0.302 0.09
H -0.049 -3.189 0.243 0.07
H 0.475 -2.315 -1.146 0.07
H -1.276 -2.467 -0.833 0.09
H -2.228 -1.421 1.210 0.12
H -1.302 -0.277 2.104 0.10
H -0.102 -1.941 3.346 0.08
H -0.817 -3.366 2.492 0.06
H -1.862 -2.351 3.449 0.08
H -0.859 0.918 0.502 0.09
H -1.539 -0.266 -0.788 0.11
H 1.266 0.990 -0.748 0.11
H -0.017 1.430 -1.883 0.13
H -0.303 0.500 -3.718 0.08
H -0.873 -1.048 -3.151 0.07
H 0.581 -0.935 -4.146 0.09
O 10.717 1.895 -1.666 0.15
C 9.576 2.189 -1.358 -0.34
O 8.711 1.785 -0.389 0.21
B 7.392 2.407 -0.638 -0.84
O 7.528 3.308 -1.793 0.22
C 8.781 3.193 -2.235 -0.32
O 9.279 3.827 -3.205 0.10
O 6.760 3.100 0.560 0.21
C 5.504 2.598 0.765 -0.29
O 4.752 2.763 1.760 0.08
C 5.274 1.544 -0.317 -0.39
O 6.401 1.347 -0.923 0.22
O 4.197 0.990 -0.558 0.07
F 2.913 1.669 4.816 0.00
C 2.218 1.489 6.033 -0.20
C 1.066 2.176 6.344 -0.02
C 0.318 1.907 7.525 -0.06
C 0.820 1.000 8.442 -0.08
C 2.001 0.351 8.098 -0.12
C 2.678 0.506 6.956 -0.03
H 0.714 2.895 5.619 0.10
H -0.611 2.436 7.678 0.11
H 0.432 0.744 9.417 0.11
H 2.356 -0.381 8.808 0.11
H 3.526 -0.137 6.777 0.12
F -2.104 -3.275 -4.982 0.05
C -1.568 -4.305 -4.260 -0.28
C -0.308 -4.064 -3.766 -0.04
C 0.378 -5.008 -3.041 -0.08
C -0.277 -6.255 -2.847 -0.08
C -1.590 -6.571 -3.351 -0.02
C -2.239 -5.499 -4.058 0.00
H 0.072 -3.059 -3.879 0.09
H 1.330 -4.747 -2.604 0.08
H 0.241 -6.977 -2.233 0.08
H -1.874 -7.596 -3.167 0.10
H -3.170 -5.701 -4.566 0.12
F 1.149 3.882 -3.692 0.04
C 1.919 2.837 -4.142 -0.25
C 3.240 2.616 -3.669 0.03
C 4.025 1.575 -4.262 -0.06
C 3.354 0.788 -5.218 -0.10
C 2.051 1.044 -5.683 -0.08
C 1.392 2.118 -5.156 -0.05
H 3.763 3.204 -2.931 0.11
H 5.055 1.315 -4.067 0.10
H 3.938 0.008 -5.683 0.09
H 1.501 0.447 -6.396 0.11
H 0.438 2.372 -5.593 0.11
C -3.722 3.549 -1.625 -0.21
S -3.433 2.101 -0.449 0.87
O -2.283 2.682 0.405 -0.59
C -4.937 2.396 0.577 -0.25
H -3.786 4.491 -1.079 0.06
H -4.620 3.369 -2.216 0.06
H -2.765 3.719 -2.118 0.04
H -4.908 1.750 1.454 0.01
H -5.839 2.113 0.034 0.05
H -5.139 3.421 0.888 0.07
C 1.193 -5.990 0.471 -0.27
S 2.228 -5.409 1.893 0.90
O 1.754 -3.966 2.062 -0.60
C 1.221 -6.337 3.163 -0.23
H 0.134 -5.735 0.517 0.06
H 1.246 -7.067 0.313 0.06
H 1.491 -5.594 -0.500 0.00
H 1.763 -6.043 4.063 0.04
H 1.325 -7.419 3.087 0.06
H 0.168 -6.106 3.326 0.06
C -6.176 -0.499 -2.704 -0.24
S -4.531 -0.914 -3.368 0.86
O -3.583 0.192 -3.035 -0.59
C -4.150 -2.376 -2.231 -0.21
H -6.620 0.243 -3.367 0.05
H -6.095 -0.066 -1.707 0.05
H -6.750 -1.425 -2.718 0.06
H -4.588 -3.267 -2.680 0.05
H -4.529 -2.301 -1.212 0.04
H -3.060 -2.363 -2.239 0.01
C 1.280 4.709 1.161 -0.25
S 1.327 5.735 2.707 0.89
O -0.172 5.866 3.119 -0.60
C 2.299 4.490 3.776 -0.23
H 2.284 4.345 0.945 0.03
H 0.964 5.261 0.276 0.05
H 0.612 3.850 1.218 0.04
H 1.717 3.584 3.948 0.01
H 2.611 5.016 4.677 0.05
H 3.242 4.135 3.360 0.03
C 4.982 -2.393 0.510 -0.12
S 4.104 -3.071 -0.999 1.10
O 2.635 -3.324 -0.724 -0.36
C 4.409 -1.721 -2.266 -0.11
H 4.308 -1.637 0.911 0.07
H 5.937 -1.938 0.244 0.08
H 5.318 -3.238 1.111 0.07
H 4.381 -2.164 -3.262 0.07
H 5.401 -1.360 -1.995 0.07
H 3.570 -1.051 -2.079 0.05
C -2.652 3.860 3.952 0.01
O -2.800 2.896 5.041 -0.03
C -2.196 1.685 5.033 -0.53
O -1.387 1.275 4.148 0.04
O -2.744 0.964 6.045 -0.01
C -2.248 -0.401 6.261 -0.01
H -3.095 3.372 3.083 0.07
H -1.639 4.163 3.686 0.06
H -3.213 4.725 4.306 0.10
H -2.917 -1.157 5.851 0.08
H -2.087 -0.678 7.302 0.09
H -1.375 -0.549 5.625 0.07
C -1.352 4.045 -9.175 -0.04
O -1.654 4.113 -7.757 -0.01
C -1.887 2.917 -7.110 -0.57
O -1.852 1.780 -7.518 0.12
O -2.153 3.265 -5.831 -0.01
C -2.704 2.184 -5.018 -0.04
H -2.116 3.833 -9.922 0.10
H -0.628 3.249 -9.350 0.08
H -0.747 4.926 -9.390 0.09
H -2.793 2.362 -3.947 0.05
H -2.102 1.276 -5.071 0.07
H -3.689 1.918 -5.401 0.10
C -5.786 0.600 3.553 0.01
O -5.505 -0.791 3.757 0.05
C -5.531 -1.641 2.834 -0.63
O -6.091 -1.528 1.713 0.07
O -4.954 -2.714 3.349 0.00
C -4.480 -3.809 2.595 -0.06
H -4.869 1.182 3.640 0.09
H -6.441 0.896 4.372 0.11
H -6.323 0.794 2.625 0.09
H -5.414 -4.255 2.252 0.09
H -4.037 -4.593 3.209 0.10
H -4.014 -3.703 1.615 0.09
```